Formula: C6H9NO
Source: the Open Molecules 2025 dataset
Level of theory: ωB97M-V/def2-TZVPD

ΔE to the lowest compared entry with this formula, charge and spin, kJ/mol: 560.99
HOMO, eV: -9.794
Frontier orbital gap, eV: 10.70
LUMO, eV: 0.90

Each line ends with the Mulliken charge.
CARTESIAN COORDINATES (ANGSTROEM)
C: -1.12897 0.58127 1.50690  -0.9796
C: -0.17943 -0.42016 0.81923  -0.1123
C: -0.52955 -0.89116 -0.65135  -0.2290
C: 1.19289 -0.24118 0.19465  -0.2309
C: 0.89352 0.85058 -0.87706  0.0724
C: -0.37634 0.49358 -1.47231  -0.2862
H: -0.44496 1.24556 2.23628  0.2575
H: -1.90372 -0.05548 2.26728  0.2787
H: -1.61212 1.39657 0.72647  0.1923
H: 0.14964 -1.31359 1.45069  0.4503
H: -1.18460 -1.82253 -0.89802  0.3374
H: 1.16686 -1.68704 -1.36996  0.2617
H: 2.16095 -0.22743 0.85934  0.3596
H: 1.27397 1.96921 -0.55891  0.2956
H: -1.13245 1.36016 -1.51202  0.3350
N: 0.84793 -1.54732 -0.45262  -0.5206
O: 0.80638 0.30896 -2.26860  -0.4819